No. 1
Below is a structure of composition C5H6IN at a distorted geometry, with properties calculated with ωB97M-V with the def2-TZVPD basis set.

XYZ file:
```
13
Properties=species:S:1:pos:R:3:forces:R:3:nbo_charge:R:1
C -0.74935 1.55716 -0.08698 0.0 0.0 -0.1 -0.17
C 0.01508 0.94904 -0.98703 0.1 0.1 0.1 -0.25
C 0.28578 -1.47274 -0.40232 0.4 -0.6 -0.6 0.06
C -0.37707 0.89682 1.20293 2.1 -1.9 -2.6 -0.33
C 0.69802 -0.09121 -0.15111 -1.6 2.5 2.7 -0.19
N -0.51354 -2.06975 0.35327 -0.5 -0.2 0.7 -0.60
I 2.82046 0.06158 0.03507 -0.2 0.0 -0.1 0.11
H -1.49802 2.32360 -0.21419 -0.1 0.2 -0.1 0.21
H 0.13590 1.06815 -2.05309 -0.1 0.2 -0.1 0.21
H 0.73794 -1.89573 -1.31757 -0.2 -0.1 0.2 0.16
H 0.29777 1.42805 1.85955 0.1 0.0 0.1 0.21
H -1.09822 0.26062 1.68856 -0.2 -0.1 0.1 0.23
H -0.75476 -3.01556 0.07290 0.2 0.0 -0.3 0.35
```
Positions in Å, forces in eV/Å.

Properties
energy relative to the best compared isomer or geometry (same formula, charge and spin): 53.6 kcal per mole
max |F|: 4.0 eV/Å


No. 2
Below is a structure of composition C5H6InN2O4S at a distorted geometry, with properties calculated with ωB97M-V with the def2-TZVPD basis set.

XYZ file:
```
19
Properties=species:S:1:pos:R:3:forces:R:3:nbo_charge:R:1
In 0.01112 0.00904 -0.64295 0.0 0.0 1.5 1.40
O -0.01131 3.29286 0.19556 0.0 -0.8 0.1 -0.21
C -0.00617 2.19656 -0.01044 0.0 1.4 -0.6 0.51
C 0.00613 -2.19629 -0.07862 0.0 -1.9 -0.6 0.51
O 0.00725 -3.30384 0.08161 0.0 1.3 0.1 -0.21
C 2.20149 0.00606 -0.04797 1.5 0.0 -0.6 0.51
O 3.29987 0.00734 0.14490 -0.8 0.0 0.1 -0.20
C -2.19898 -0.00472 -0.12986 -2.1 0.0 -0.6 0.52
O -3.30967 -0.00863 0.00674 1.4 0.0 0.1 -0.19
H 0.00165 0.38965 -4.47057 0.0 -0.8 0.1 0.01
H 0.00367 -0.38476 -4.48400 0.0 0.8 0.1 0.01
N 0.00055 -1.21542 4.46350 0.0 3.9 -4.0 -0.69
C 0.00086 0.00016 3.81638 0.0 0.0 2.5 0.45
N 0.00055 1.21612 4.46251 0.0 -3.9 -4.0 -0.69
S -0.00740 -0.00486 2.05047 0.0 0.0 0.4 -0.50
H 0.00009 -1.26394 5.42851 0.0 -0.4 2.4 0.45
H 0.00005 -2.00675 3.85698 0.0 -0.7 0.2 0.43
H 0.00014 2.00739 3.85653 0.0 0.7 0.2 0.43
H 0.00010 1.26421 5.42812 0.0 0.4 2.3 0.45
```
Positions in Å, forces in eV/Å.

Properties
charge: +3
E_tot: -1191.5933 a.u.
max |F|: 5.6 eV/Å


No. 3
Below is a structure of composition C5H6LiNaO4 at a distorted geometry, with properties calculated with ωB97M-V with the def2-TZVPD basis set.

XYZ file:
```
17
Properties=species:S:1:pos:R:3:forces:R:3:nbo_charge:R:1
O -3.77177 0.71916 0.02849 -0.5 0.9 0.0 -0.93
C -2.63414 0.15385 -0.04895 -0.8 -1.9 0.0 0.96
O -2.45933 -1.06371 -0.13558 0.0 0.5 0.0 -0.74
O -1.62568 1.04490 -0.01353 0.0 1.0 0.1 -0.61
C -0.26522 0.57749 -0.08557 0.6 -0.5 0.0 -0.16
C 0.64951 1.71826 0.11957 0.0 0.2 -0.1 -0.29
Na -5.10757 -1.50274 -0.09380 0.8 0.5 0.0 0.98
H -0.10789 0.09397 -1.05980 -0.1 0.1 0.3 0.21
H -0.13671 -0.19672 0.69141 -0.1 0.2 -0.2 0.22
H 0.41354 2.48009 0.86335 0.2 -0.3 -0.2 0.18
H 1.59481 1.75370 -0.42046 -0.3 0.0 0.3 0.21
Li -3.08196 2.52175 0.11640 0.1 -0.6 -0.1 0.97
C 2.96447 -2.00458 0.26149 0.0 0.0 0.0 -0.81
C 3.79953 -1.19364 -0.35229 0.0 0.6 -0.1 0.73
O 4.48502 -0.41867 -0.88410 -0.3 -0.7 0.3 -0.45
H 2.32188 -2.64914 -0.33688 0.3 0.2 0.2 0.27
H 2.96151 -2.03395 1.35024 0.0 0.0 -0.4 0.27
```
Positions in Å, forces in eV/Å.

Properties
charge: +1
spin multiplicity: 2
energy relative to the best compared isomer or geometry (same formula, charge and spin): 0.0 kcal per mole
max |F|: 2.0 eV/Å


No. 4
Below is the ion C5H6N with charge +1 at a distorted geometry, with properties calculated with ωB97M-V with the def2-TZVPD basis set.

XYZ file:
```
12
Properties=species:S:1:pos:R:3:forces:R:3:nbo_charge:R:1
C 0.50812 1.09084 0.93257 -0.2 0.7 -0.6 -0.28
C -0.02608 1.35603 -0.27099 0.4 0.5 0.9 0.04
C 0.46906 -0.32697 0.99606 -0.8 -0.3 -1.4 0.40
C 0.63212 -1.51689 1.44374 0.1 -0.6 0.3 -0.44
C -0.94670 -0.14213 -1.88856 0.6 0.0 1.2 0.07
N -0.35081 0.09551 -0.77741 -0.1 -0.8 -0.1 -0.36
H 0.88884 1.73146 1.70875 0.1 0.1 0.1 0.29
H -0.20098 2.29022 -0.78136 0.0 0.1 -0.1 0.24
H 1.08753 -1.67949 2.41872 0.0 0.3 0.0 0.30
H 0.35565 -2.42180 0.92598 -0.1 0.0 -0.3 0.30
H -1.18237 -1.15562 -2.17218 0.0 -0.2 0.0 0.23
H -1.23437 0.67883 -2.53533 0.0 0.1 -0.1 0.21
```
Positions in Å, forces in eV/Å.

Properties
charge: +1
energy relative to the best compared isomer or geometry (same formula, charge and spin): 85.2 kcal per mole
max |F|: 1.7 eV/Å